# 1
This record from OMol25 describes C5H8 in the gas phase at a distorted geometry. The level of theory is the ωB97M-V functional and the def2-TZVPD basis.

Net charge: 0
HOMO level in Ha: -0.2908
Spin multiplicity: 1
LUMO level in Eh: 0.0109
Energy relative to the best compared isomer or geometry (same formula, charge and spin) in eV: 4.8882
Max |F| in eV Å⁻¹: 1.720
Gap between HOMO and LUMO in eV: 8.2
E in eV: -5309.2787

Structure (XYZ):
```
13
Properties=species:S:1:pos:R:3:forces:R:3
C -1.137 -0.054 -0.445 0.418 -0.544 0.039
C -1.313 -0.659 0.939 -0.293 -0.120 -0.143
C 0.176 -0.784 1.154 0.003 -0.120 -0.166
C 0.540 0.247 0.258 -1.257 0.284 -1.138
C 1.820 0.404 -0.531 -0.102 -0.002 -0.010
H -0.101 1.137 0.277 0.517 0.880 0.841
H -1.827 0.752 -0.772 0.963 -0.100 0.215
H -0.954 -0.737 -1.265 -0.214 -0.280 0.132
H -1.833 -1.622 0.936 0.054 0.074 0.155
H -1.828 -0.005 1.651 0.112 -0.040 -0.091
H 2.695 0.431 0.131 -0.260 -0.022 -0.002
H 1.956 -0.439 -1.217 0.014 0.128 0.109
H 1.807 1.330 -1.114 0.047 -0.137 0.059
```
Positions in Å, forces in eV/Å.

***

# 2
This record from OMol25 describes 2 unconnected molecules or ions with the total composition C5H8. The level of theory is the ωB97M-V functional and the def2-TZVPD basis.

Net charge: 0
HOMO level (alpha / beta) in Ha: -0.3099 / -0.2895
Spin multiplicity: 1
LUMO level (alpha / beta) in Eh: -0.0168 / -0.0219
Energy relative to the best compared isomer or geometry (same formula, charge and spin) in eV: 4.4716
Max |F| in eV Å⁻¹: 0.436
Gap between HOMO and LUMO (alpha / beta) in eV: 8.0 / 7.3
E in eV: -5309.6953

Structure (XYZ):
```
13
Properties=species:S:1:pos:R:3:forces:R:3
C 0.638 1.071 -0.192 -0.359 -0.192 0.155
C -0.661 1.021 -0.590 -0.125 0.161 -0.044
C -1.341 -0.254 -0.143 -0.054 0.036 0.057
C -0.405 -0.673 1.046 0.008 -0.045 -0.046
C 0.872 0.015 0.635 0.160 -0.060 0.072
H -1.222 1.844 -1.029 0.068 -0.124 0.100
H -1.376 -1.052 -0.896 0.045 0.111 0.083
H -2.376 -0.046 0.152 0.128 -0.054 -0.057
H -0.249 -1.755 1.139 -0.021 0.168 0.004
H -0.824 -0.323 1.998 0.039 -0.020 -0.126
H 1.851 -0.426 0.825 -0.182 0.100 -0.016
H 2.322 0.580 -1.397 0.243 -0.145 -0.122
H 2.772 -0.003 -1.548 0.050 0.064 -0.060
```
Positions in Å, forces in eV/Å.

***

# 3
This record from OMol25 describes 2 unconnected molecules or ions with the total composition C5H8. The level of theory is the ωB97M-V functional and the def2-TZVPD basis.

Net charge: 0
HOMO level (alpha / beta) in Ha: -0.3131 / -0.2872
Spin multiplicity: 1
LUMO level (alpha / beta) in Eh: -0.0161 / -0.0223
Energy relative to the best compared isomer or geometry (same formula, charge and spin) in eV: 4.4647
Max |F| in eV Å⁻¹: 0.475
Gap between HOMO and LUMO (alpha / beta) in eV: 8.1 / 7.2
E in eV: -5309.7022

Structure (XYZ):
```
13
Properties=species:S:1:pos:R:3:forces:R:3
C 0.630 1.356 0.108 -0.375 -0.254 0.143
C -0.587 1.169 -0.475 -0.165 0.214 -0.084
C -1.111 -0.231 -0.277 -0.031 0.057 0.087
C -0.304 -0.652 1.000 0.019 -0.044 -0.052
C 0.892 0.260 0.877 0.214 -0.059 0.184
H -1.218 1.952 -0.894 0.120 -0.089 0.060
H -0.899 -0.919 -1.108 0.030 0.097 0.129
H -2.199 -0.221 -0.134 0.163 -0.006 -0.068
H -0.001 -1.708 1.009 0.006 0.208 0.035
H -0.905 -0.480 1.902 0.024 -0.020 -0.108
H 1.878 -0.046 1.230 -0.171 0.056 -0.109
H 1.854 0.127 -1.594 0.080 -0.115 -0.091
H 1.971 -0.606 -1.643 0.086 -0.046 -0.124
```
Positions in Å, forces in eV/Å.

***

# 4
This record from OMol25 describes C5H8 in the gas phase. The level of theory is the ωB97M-V functional and the def2-TZVPD basis.

Net charge: 0
HOMO level in Ha: -0.2776
Spin multiplicity: 1
LUMO level in Eh: 0.0132
Energy relative to the best compared isomer or geometry (same formula, charge and spin) in eV: 4.8343
Max |F| in eV Å⁻¹: 0.396
Gap between HOMO and LUMO in eV: 7.9
E in eV: -5309.3326

Structure (XYZ):
```
13
Properties=species:S:1:pos:R:3:forces:R:3
C -1.758 0.250 -0.327 0.048 0.039 -0.076
C -1.112 -0.504 0.840 -0.047 -0.012 0.057
C 0.368 -0.606 0.831 0.172 0.245 -0.243
C 1.274 0.044 0.167 -0.316 -0.234 0.045
C 2.254 0.244 -0.792 0.015 0.041 -0.108
H -1.377 1.276 -0.380 -0.067 -0.139 0.015
H -2.848 0.290 -0.222 0.166 -0.017 -0.006
H -1.528 -0.239 -1.279 -0.039 0.067 0.125
H -1.528 -1.517 0.926 0.089 0.142 0.006
H -1.379 -0.026 1.794 0.051 -0.069 -0.109
H 2.278 0.170 0.765 0.093 -0.026 0.105
H 2.411 -0.462 -1.607 -0.030 0.066 0.158
H 2.943 1.079 -0.718 -0.135 -0.103 0.030
```
Positions in Å, forces in eV/Å.

***

# 5
This record from OMol25 describes C5H8 in the gas phase at a distorted geometry. The level of theory is the ωB97M-V functional and the def2-TZVPD basis.

Net charge: 0
HOMO level in Ha: -0.3459
Spin multiplicity: 1
LUMO level in Eh: 0.0475
Energy relative to the best compared isomer or geometry (same formula, charge and spin) in eV: 1.2743
Max |F| in eV Å⁻¹: 2.179
Gap between HOMO and LUMO in eV: 10.7
E in eV: -5312.8926

Structure (XYZ):
```
13
Properties=species:S:1:pos:R:3:forces:R:3
C 1.691 0.163 -1.115 -0.344 0.808 1.155
C 0.957 0.807 -0.188 -0.462 0.143 -0.071
C -0.053 0.141 0.705 -0.017 0.371 0.723
C -1.577 0.233 0.481 1.892 -1.023 -0.350
C -0.780 -1.046 0.207 0.224 -0.481 -0.565
H 1.697 -0.933 -1.179 -0.103 0.573 -0.181
H 2.363 0.759 -1.726 -0.004 -0.370 -0.054
H 0.980 1.909 -0.039 0.374 -0.780 -0.454
H 0.161 0.131 1.800 0.171 0.087 -1.013
H -1.930 0.755 -0.378 -0.275 0.347 -0.357
H -2.152 0.259 1.377 -0.463 0.108 0.298
H -0.821 -1.873 0.917 -0.366 0.049 -0.468
H -0.537 -1.305 -0.862 -0.630 0.168 1.338
```
Positions in Å, forces in eV/Å.

***

# 6
This record from OMol25 describes C5H8 in the gas phase. The level of theory is the ωB97M-V functional and the def2-TZVPD basis.

Net charge: 0
HOMO level in Ha: -0.3072
Spin multiplicity: 1
LUMO level in Eh: 0.0187
Energy relative to the best compared isomer or geometry (same formula, charge and spin) in eV: 2.8940
Max |F| in eV Å⁻¹: 0.473
Gap between HOMO and LUMO in eV: 8.9
E in eV: -5311.2729

Structure (XYZ):
```
13
Properties=species:S:1:pos:R:3:forces:R:3
C 0.225 1.050 0.235 -0.010 0.084 -0.016
C 0.555 0.143 -0.967 0.035 -0.009 -0.025
C -0.196 -1.166 -0.661 0.019 -0.145 0.062
C -0.592 -1.280 0.760 0.250 0.348 -0.200
C -0.385 0.100 1.295 -0.050 -0.059 0.013
H -0.482 1.835 -0.050 0.048 -0.109 0.061
H 1.119 1.550 0.618 -0.148 -0.013 -0.069
H 0.228 0.574 -1.918 0.111 -0.018 0.135
H 1.632 -0.036 -1.050 -0.163 -0.039 0.048
H 0.217 -2.078 -1.102 -0.094 0.058 0.051
H -1.235 -1.116 -1.053 -0.020 -0.018 -0.012
H -1.343 0.436 1.714 0.119 -0.001 0.023
H 0.258 -0.012 2.181 -0.094 -0.079 -0.072
```
Positions in Å, forces in eV/Å.

***

# 7
This record from OMol25 describes C5H8 in the gas phase at a distorted geometry. The level of theory is the ωB97M-V functional and the def2-TZVPD basis.

Net charge: 0
HOMO level in Ha: -0.3339
Spin multiplicity: 1
LUMO level in Eh: 0.0425
Energy relative to the best compared isomer or geometry (same formula, charge and spin) in eV: 2.0124
Max |F| in eV Å⁻¹: 3.030
Gap between HOMO and LUMO in eV: 10.2
E in eV: -5312.1544

Structure (XYZ):
```
13
Properties=species:S:1:pos:R:3:forces:R:3
C -0.802 -1.697 0.289 -1.604 -1.417 -1.895
C -0.128 -0.493 -0.242 -0.435 2.511 1.639
C 0.870 -0.012 -0.994 -1.730 0.538 1.304
C 0.838 1.366 -0.438 1.172 2.726 -0.528
C -0.265 0.958 0.495 -1.978 -1.871 0.434
H -1.067 -2.566 -0.477 1.170 1.631 1.651
H -1.790 -1.428 0.693 0.222 0.192 -0.239
H -0.248 -1.980 1.163 0.415 -0.873 0.270
H 1.567 -0.383 -1.642 1.458 -1.318 -1.755
H 1.789 1.558 0.202 -1.333 0.384 -1.488
H 0.505 2.245 -1.169 1.253 -1.682 1.486
H -1.272 1.464 0.568 0.908 -0.411 -0.985
H 0.003 0.969 1.550 0.480 -0.410 0.107
```
Positions in Å, forces in eV/Å.

***

# 8
This record from OMol25 describes a molecular structure, C5H8Ag5Br4O3 at a distorted geometry. The level of theory is the ωB97M-V functional and the def2-TZVPD basis.

Net charge: +3
HOMO level in Ha: -0.6510
Spin multiplicity: 1
LUMO level in Eh: -0.5230
Energy relative to the best compared isomer or geometry (same formula, charge and spin) in eV: 19.3915
Max |F| in eV Å⁻¹: 18.888
Gap between HOMO and LUMO in eV: 3.5
E in eV: -311573.1672

Structure (XYZ):
```
25
Properties=species:S:1:pos:R:3:forces:R:3
Ag -2.590 0.995 -0.126 -6.358 12.380 -3.631
Ag -2.249 -3.083 0.583 -4.160 -9.021 -2.217
Ag -4.291 -0.511 0.961 -8.035 0.508 2.863
Ag -2.269 -0.905 2.533 -1.895 1.466 6.806
Ag -0.502 1.251 1.561 0.434 -0.001 18.883
C -1.536 -0.820 0.333 2.222 -0.057 1.780
O -0.865 0.233 0.234 -1.924 -12.297 -8.228
O -1.223 -1.714 1.167 7.890 0.747 0.160
O -2.772 -0.892 0.008 1.723 -5.200 -5.578
Br 2.357 0.676 -0.051 1.803 -1.896 0.797
C 1.249 -0.940 0.350 2.862 0.253 1.763
C 2.176 -1.936 1.105 -0.818 0.429 -0.146
Br 2.967 -1.234 2.770 -0.768 -0.039 -0.675
H 0.739 -1.304 -0.541 0.709 -0.321 -0.262
H 0.480 -0.560 1.023 2.098 -1.147 0.214
H 3.029 -2.282 0.521 -0.367 -0.102 -0.067
H 1.490 -2.723 1.417 0.513 -0.441 0.004
Br 0.091 2.732 0.354 3.439 11.240 -7.938
C 0.033 1.565 -1.251 0.936 0.582 -2.432
C 0.940 2.031 -2.368 -0.009 2.020 0.018
Br 0.547 3.983 -2.856 0.156 -1.869 0.188
H -1.021 1.485 -1.517 0.133 0.805 -0.870
H 0.313 0.573 -0.898 0.462 1.434 -1.330
H 0.912 1.347 -3.216 -0.649 0.255 -0.235
H 1.995 2.034 -2.095 -0.397 0.272 0.133
```
Positions in Å, forces in eV/Å.

***

# 9
This record from OMol25 describes a molecular structure, C5H8Ag5Br4O3 at a distorted geometry. The level of theory is the ωB97M-V functional and the def2-TZVPD basis.

Net charge: +3
HOMO level in Ha: -0.6165
Spin multiplicity: 1
LUMO level in Eh: -0.4970
Energy relative to the best compared isomer or geometry (same formula, charge and spin) in eV: 3.6025
Max |F| in eV Å⁻¹: 7.072
Gap between HOMO and LUMO in eV: 3.3
E in eV: -311588.9561

Structure (XYZ):
```
25
Properties=species:S:1:pos:R:3:forces:R:3
Ag -19.089 -1.032 -17.128 -0.915 0.260 -0.899
Ag -18.991 -1.874 -20.433 -0.773 0.544 -0.137
Ag -18.827 -5.505 -16.762 -0.650 -0.313 -0.523
Ag -16.722 -2.860 -18.047 -0.203 -0.391 -0.444
Ag -21.331 -3.326 -15.748 -0.351 -0.025 -0.164
C -20.054 -3.512 -18.431 -0.432 0.472 2.731
O -18.833 -3.609 -18.642 6.405 -1.580 -1.338
O -20.563 -2.430 -18.581 -2.282 6.449 -1.794
O -20.669 -4.324 -17.754 -0.899 -4.849 2.242
Br -23.528 -4.559 -15.590 -0.989 -0.804 -0.896
C -24.098 -4.947 -17.538 -1.035 1.149 -1.251
C -24.636 -3.620 -18.126 0.924 1.721 0.946
Br -24.606 -3.334 -20.064 0.354 -0.900 0.530
H -24.807 -5.775 -17.554 0.309 -0.064 0.567
H -23.219 -5.105 -18.162 0.228 -0.570 0.714
H -23.914 -2.950 -17.659 0.559 0.555 -0.851
H -25.502 -3.018 -17.849 -0.823 -1.467 0.447
Br -25.436 0.078 -18.940 1.387 0.780 -0.926
C -23.848 0.673 -20.018 0.972 -0.367 -0.526
C -22.633 -0.228 -19.651 -1.445 0.026 2.324
Br -20.909 0.581 -20.094 0.491 -0.644 -0.494
H -23.574 1.725 -19.939 -0.371 0.066 1.265
H -24.019 0.696 -21.094 -0.676 -1.004 0.013
H -22.771 -1.308 -19.701 0.411 -0.017 -1.854
H -22.531 -0.284 -18.567 -0.197 0.973 0.317
```
Positions in Å, forces in eV/Å.

***

# 10
This record from OMol25 describes 2 unconnected molecules or ions with the total composition C5H8BBrClNO2 at a distorted geometry. The level of theory is the ωB97M-V functional and the def2-TZVPD basis.

Net charge: 0
HOMO level in Ha: -0.2866
Spin multiplicity: 1
LUMO level in Eh: -0.1120
Energy relative to the best compared isomer or geometry (same formula, charge and spin) in eV: 1.2838
Max |F| in eV Å⁻¹: 4.650
Gap between HOMO and LUMO in eV: 4.8
E in eV: -94140.0624

Structure (XYZ):
```
19
Properties=species:S:1:pos:R:3:forces:R:3
B -1.454 0.675 0.233 1.285 0.488 -0.856
C 1.128 0.359 0.729 2.419 -0.631 2.796
C 1.855 -0.863 1.267 -2.458 2.076 -0.948
C 1.031 0.368 -0.743 0.320 -1.597 0.644
C -0.098 -1.706 0.191 -0.901 -0.189 -0.404
C -0.069 -0.192 0.045 -2.341 0.317 -1.213
N 1.125 -1.860 0.952 2.056 -4.102 0.754
O -1.854 1.686 -0.601 0.759 -0.783 -0.626
O -2.220 0.104 1.164 -2.095 0.674 1.921
Cl -0.218 2.922 1.317 0.232 0.306 0.369
Br 1.860 -3.832 1.034 -0.884 2.529 0.212
H 1.188 1.260 1.358 -0.487 -0.197 -0.418
H 2.650 -0.833 1.974 0.855 -0.521 0.037
H 0.879 1.249 -1.235 -0.139 2.328 -0.958
H 1.704 -0.306 -1.167 0.872 -0.932 -1.229
H -1.007 -1.988 0.796 1.139 -0.089 -0.425
H 0.024 -2.400 -0.708 -0.487 1.349 0.896
H -1.028 2.085 -0.960 -1.104 0.090 0.397
H -2.855 0.747 1.595 0.958 -1.115 -0.950
```
Positions in Å, forces in eV/Å.

***

# 11
This record from OMol25 describes a molecular structure, C5H8BF4N2O6S. The level of theory is the ωB97M-V functional and the def2-TZVPD basis.

Net charge: -1
HOMO level in Ha: -0.2690
Spin multiplicity: 1
LUMO level in Eh: 0.0847
Max |F| in eV Å⁻¹: 0.456
Gap between HOMO and LUMO in eV: 9.6
E in eV: -42967.8839

Structure (XYZ):
```
27
Properties=species:S:1:pos:R:3:forces:R:3
C 1.023 3.256 0.371 -0.073 0.082 -0.034
C 0.453 2.707 -0.942 -0.094 0.244 -0.060
N -0.542 1.646 -0.812 0.140 0.124 0.416
C -0.138 0.317 -0.534 -0.074 0.271 -0.185
O -0.687 -0.575 -1.507 0.087 -0.333 -0.034
C -1.973 -0.733 -1.450 -0.080 -0.113 0.171
N -3.112 -0.891 -1.414 0.036 0.215 -0.175
O -0.615 -0.098 0.733 0.083 -0.006 0.132
S 0.548 -0.737 1.641 -0.128 0.011 -0.163
O 0.131 -1.934 2.228 0.024 -0.094 0.371
O 1.107 0.341 2.395 0.034 -0.056 0.014
O 1.518 -1.051 0.419 -0.022 0.048 -0.061
C 1.390 0.029 -0.514 0.104 -0.255 -0.050
O 1.846 -0.363 -1.746 -0.076 0.082 -0.049
H 0.321 3.971 0.809 -0.019 -0.080 0.052
H 1.952 3.800 0.188 0.013 -0.042 0.020
H 1.200 2.480 1.117 0.072 0.001 -0.055
H 1.235 2.383 -1.631 -0.001 -0.127 0.087
H -0.054 3.528 -1.454 0.062 -0.050 -0.102
H -1.262 1.913 -0.151 -0.124 -0.054 -0.137
H 1.959 0.864 -0.102 -0.142 0.125 -0.060
H 2.653 -0.869 -1.617 0.123 -0.058 -0.032
B -1.796 -3.999 0.799 0.018 -0.036 0.054
F -2.548 -3.103 1.582 0.016 -0.006 -0.033
F -2.656 -4.895 0.136 0.034 0.036 -0.021
F -1.047 -3.264 -0.162 0.012 0.062 -0.014
F -0.906 -4.722 1.620 -0.024 0.009 -0.052
```
Positions in Å, forces in eV/Å.

***

# 12
This record from OMol25 describes a gas-phase ion, C5H8BN2O2 (charge +1) at a distorted geometry. The level of theory is the ωB97M-V functional and the def2-TZVPD basis.

Net charge: +1
HOMO level in Ha: -0.4771
Spin multiplicity: 1
LUMO level in Eh: -0.1804
Energy relative to the best compared isomer or geometry (same formula, charge and spin) in eV: 2.6749
Max |F| in eV Å⁻¹: 3.779
Gap between HOMO and LUMO in eV: 8.1
E in eV: -13057.8402

Structure (XYZ):
```
18
Properties=species:S:1:pos:R:3:forces:R:3
B 0.773 0.277 2.051 0.149 0.077 0.068
C -0.175 -0.593 -1.762 -0.510 0.260 -0.147
C -1.284 0.085 -2.079 0.833 -0.777 -0.459
C -1.889 1.261 -0.100 3.095 -1.673 1.379
C 0.366 -0.095 0.622 -2.188 1.221 -0.958
C 0.612 -0.713 -0.535 -0.082 0.064 0.219
N -2.079 0.956 -1.320 -0.978 0.553 -0.314
N 1.668 -1.560 -0.603 -0.053 0.089 0.106
O -0.005 1.048 2.811 -0.690 0.413 0.073
O 1.980 -0.270 2.344 0.356 -0.320 -0.158
H 0.241 -1.195 -2.561 -0.179 0.048 -0.121
H -1.667 -0.035 -3.082 0.025 0.020 -0.046
H -2.515 1.943 0.449 -0.415 0.198 -0.212
H -2.866 1.339 -1.863 0.221 -0.055 0.280
H 1.934 -1.977 -1.477 0.069 0.017 0.042
H 2.264 -1.650 0.203 0.179 -0.142 -0.090
H 0.269 1.264 3.702 0.152 0.008 0.205
H 2.373 -0.085 3.200 0.014 0.001 0.132
```
Positions in Å, forces in eV/Å.